1.
# C45H84O17

A 14-piece molecular cluster, C45H84O17 overall (ωB97M-V/def2-TZVPD, OMol25).

Positions of all 146 atoms, in Å:
C (2.594, 1.707, -3.504)
C (3.935, 0.959, -3.690)
O (4.053, -0.155, -4.201)
C (5.181, 1.516, -3.050)
H (2.490, 2.573, -4.126)
H (2.519, 1.977, -2.473)
H (1.793, 0.986, -3.756)
H (5.805, 1.877, -3.844)
H (5.753, 0.697, -2.611)
H (5.018, 2.291, -2.306)
C (-2.782, 2.046, 5.636)
C (-3.294, 1.769, 4.266)
O (-2.688, 1.162, 3.385)
C (-4.617, 2.406, 3.958)
H (-3.478, 1.502, 6.288)
H (-2.829, 3.113, 5.915)
H (-1.716, 1.712, 5.678)
H (-4.539, 3.483, 3.782)
H (-5.289, 2.268, 4.826)
H (-5.047, 1.880, 3.138)
C (2.696, -3.276, -4.588)
C (1.725, -2.065, -4.456)
O (1.146, -1.802, -3.443)
C (1.619, -1.312, -5.717)
H (1.989, -4.101, -4.573)
H (3.369, -3.382, -3.720)
H (3.343, -3.277, -5.521)
H (1.006, -1.898, -6.423)
H (2.567, -1.262, -6.205)
H (1.102, -0.395, -5.640)
C (-1.429, 1.234, -5.232)
C (-1.872, 0.734, -3.837)
O (-1.775, 1.486, -2.879)
C (-2.287, -0.720, -3.744)
H (-0.593, 0.620, -5.653)
H (-1.053, 2.225, -5.302)
H (-2.276, 1.087, -5.913)
H (-2.558, -1.238, -4.626)
H (-2.964, -0.780, -2.895)
H (-1.392, -1.121, -3.346)
C (-1.600, 5.861, -4.016)
C (-0.617, 5.175, -3.086)
O (0.494, 4.922, -3.443)
C (-1.155, 4.797, -1.718)
H (-2.118, 6.608, -3.369)
H (-2.359, 5.092, -4.204)
H (-1.207, 6.236, -4.958)
H (-1.421, 5.720, -1.190)
H (-0.298, 4.264, -1.214)
H (-2.045, 4.195, -1.854)
C (0.708, -2.986, 1.690)
C (0.029, -2.549, 2.960)
O (0.626, -2.518, 3.990)
C (-1.417, -2.134, 2.907)
H (0.877, -2.063, 1.090)
H (0.049, -3.654, 1.105)
H (1.728, -3.415, 1.938)
H (-1.843, -2.387, 1.955)
H (-1.480, -1.057, 3.018)
H (-1.936, -2.682, 3.710)
C (1.618, 4.996, 3.137)
C (0.718, 4.843, 4.340)
O (-0.414, 4.537, 4.233)
C (1.272, 5.055, 5.731)
H (2.270, 5.934, 3.233)
H (1.067, 4.981, 2.199)
H (2.423, 4.215, 3.117)
H (1.772, 5.996, 5.714)
H (1.931, 4.193, 5.921)
H (0.491, 5.010, 6.536)
C (5.253, -3.328, -1.122)
C (4.865, -1.810, -1.124)
O (5.792, -1.016, -1.190)
C (3.455, -1.393, -0.981)
H (6.000, -3.353, -0.340)
H (5.765, -3.655, -2.044)
H (4.468, -4.028, -0.910)
H (3.161, -1.554, 0.045)
H (2.921, -2.043, -1.634)
H (3.367, -0.344, -1.261)
C (-0.372, 2.089, 1.584)
C (0.248, 0.762, 1.253)
O (1.130, 0.140, 1.866)
C (-0.205, 0.128, -0.079)
H (-0.311, 2.266, 2.615)
H (-1.402, 2.143, 1.164)
H (0.347, 2.838, 1.176)
H (-0.248, 0.920, -0.796)
H (-1.200, -0.335, 0.126)
H (0.443, -0.732, -0.410)
C (1.743, 0.445, 6.141)
C (2.819, 0.541, 5.051)
O (3.252, 1.643, 4.736)
C (3.121, -0.801, 4.371)
H (1.959, -0.360, 6.852)
H (0.859, -0.007, 5.696)
H (1.607, 1.405, 6.571)
H (2.309, -1.079, 3.654)
H (3.173, -1.609, 5.152)
H (4.051, -0.795, 3.805)
C (-1.227, -4.902, -5.617)
C (-0.576, -5.467, -4.392)
O (0.379, -6.144, -4.499)
C (-1.282, -5.118, -3.064)
H (-2.321, -5.218, -5.722)
H (-0.750, -5.179, -6.542)
H (-1.307, -3.779, -5.677)
H (-1.582, -4.108, -3.097)
H (-0.637, -5.326, -2.238)
H (-2.157, -5.772, -2.985)
O (-6.924, -0.997, 1.695)
C (-6.442, -0.493, 0.741)
O (-6.913, -0.793, -0.474)
C (-5.851, -0.529, -1.495)
C (-4.851, 0.417, -0.821)
C (-5.185, 0.308, 0.688)
H (-6.375, -0.027, -2.339)
H (-5.366, -1.508, -1.679)
H (-5.069, 1.404, -1.200)
H (-3.793, 0.099, -0.893)
H (-5.539, 1.295, 1.036)
H (-4.396, 0.029, 1.383)
O (-3.557, -2.579, -0.197)
C (-3.791, -3.489, 0.543)
O (-2.906, -4.423, 0.820)
C (-3.435, -5.475, 1.576)
C (-4.674, -4.890, 2.263)
C (-5.050, -3.758, 1.218)
H (-2.642, -5.910, 2.153)
H (-3.689, -6.223, 0.766)
H (-4.398, -4.429, 3.227)
H (-5.540, -5.533, 2.422)
H (-5.389, -2.876, 1.662)
H (-5.719, -4.102, 0.411)
O (2.526, 2.880, 0.708)
C (3.590, 2.605, 1.206)
O (4.385, 3.566, 1.702)
C (5.651, 2.976, 2.219)
C (5.493, 1.430, 2.046)
C (4.071, 1.192, 1.454)
H (5.652, 3.254, 3.281)
H (6.485, 3.429, 1.728)
H (5.611, 0.900, 2.956)
H (6.264, 1.074, 1.319)
H (3.401, 0.713, 2.150)
H (4.067, 0.681, 0.522)

Summary:
Charge: 0
Molecular weight in g/mol: 897.15
Lowest unoccupied orbital energy in Eh: 0.0161
Kohn-Sham gap in Eh: 0.34869

Löwdin population analysis, charges in e, atoms 1 to 99: 0.02 -0.43 0.04 -0.02 0.08 0.07 0.07 0.08 0.06 0.08 -0.02 -0.48 0.04 -0.01 0.09 0.10 0.09 0.10 0.09 0.04 0.01 -0.52 0.06 -0.03 0.06 0.07 0.10 0.10 0.08 0.04 0.00 -0.45 0.04 0.01 0.07 0.06 0.08 0.07 0.07 0.06 -0.03 -0.53 0.07 -0.02 0.09 0.08 0.08 0.08 0.10 0.07 -0.01 -0.52 0.05 0.01 0.05 0.08 0.11 0.04 0.07 0.10 -0.01 -0.54 0.07 -0.02 0.11 0.07 0.08 0.06 0.08 0.10 -0.01 -0.45 0.03 -0.01 0.07 0.09 0.06 0.09 0.06 0.08 -0.01 -0.42 0.01 0.00 0.05 0.10 0.08 0.06 0.09 0.08 -0.01 -0.44 0.04 -0.03 0.08 0.08 0.06 0.06 0.10

2.
# C45H86GaNO14PS

C45H86GaNO14PS as an isolated structure (ωB97M-V/def2-TZVPD, OMol25).

Positions of all 149 atoms, in Å:
C (-3.282, 4.748, 1.302)
C (-4.683, 4.040, 1.041)
O (-5.041, 3.175, 1.887)
O (-5.576, 4.331, -0.022)
C (-5.051, 3.904, -1.312)
C (-5.848, 2.674, -1.961)
C (-5.070, 1.271, -1.901)
C (-5.402, 0.467, -0.554)
C (-4.545, -0.874, -0.350)
Ga (-2.664, -0.615, 0.438)
O (-1.910, -2.365, 0.706)
P (-2.614, 0.440, 2.542)
S (-0.759, 0.214, 3.217)
C (-1.338, 0.395, -0.780)
C (-0.146, -0.258, -1.503)
C (0.774, 0.583, -2.361)
N (0.755, 1.963, -2.703)
C (-0.351, 2.523, -2.010)
C (-1.374, 1.908, -1.076)
H (-3.453, 5.507, 2.151)
H (-2.537, 3.975, 1.701)
H (-2.854, 5.311, 0.412)
H (-5.208, 4.798, -2.027)
H (-3.925, 3.736, -1.271)
H (-6.877, 2.567, -1.483)
H (-5.991, 2.922, -3.077)
H (-5.404, 0.616, -2.790)
H (-3.949, 1.431, -2.023)
H (-5.378, 1.131, 0.385)
H (-6.506, 0.134, -0.650)
H (-5.131, -1.512, 0.419)
H (-4.526, -1.521, -1.305)
H (-2.495, -2.850, 1.322)
H (-3.451, -0.233, 3.494)
H (-2.846, 1.857, 2.483)
H (0.048, -1.372, -1.377)
H (1.656, 0.012, -2.836)
H (-0.483, 3.653, -2.203)
H (-2.175, 2.559, -0.596)
C (2.082, -2.265, 6.845)
C (1.874, -0.844, 6.389)
O (2.546, -0.362, 5.499)
C (0.801, -0.045, 7.078)
H (2.886, -2.718, 6.260)
H (2.365, -2.279, 7.900)
H (1.169, -2.842, 6.690)
H (1.026, 0.039, 8.144)
H (-0.170, -0.525, 6.933)
H (0.763, 0.957, 6.648)
C (-1.556, -4.131, -1.925)
C (-2.221, -5.213, -2.733)
O (-3.141, -4.965, -3.491)
C (-1.703, -6.618, -2.567)
H (-2.029, -3.172, -2.144)
H (-1.667, -4.340, -0.860)
H (-0.498, -4.068, -2.191)
H (-1.821, -6.938, -1.531)
H (-0.652, -6.663, -2.860)
H (-2.274, -7.293, -3.208)
C (-0.175, 1.307, -5.584)
C (-1.289, 1.962, -6.355)
O (-2.455, 1.773, -6.068)
C (-0.902, 2.863, -7.499)
H (-0.598, 0.688, -4.791)
H (0.413, 0.669, -6.249)
H (0.461, 2.069, -5.130)
H (-0.346, 2.294, -8.249)
H (-0.298, 3.694, -7.130)
H (-1.805, 3.265, -7.964)
C (-8.082, 6.114, -0.395)
C (-9.560, 6.374, -0.518)
O (-10.239, 5.790, -1.341)
C (-10.165, 7.386, 0.419)
H (-7.784, 5.365, -1.131)
H (-7.526, 7.034, -0.588)
H (-7.853, 5.735, 0.602)
H (-9.701, 8.362, 0.263)
H (-10.028, 7.063, 1.453)
H (-11.235, 7.471, 0.218)
C (1.345, 5.668, 3.666)
C (0.670, 4.590, 2.860)
O (-0.250, 4.850, 2.101)
C (1.175, 3.184, 3.029)
H (0.880, 6.632, 3.446)
H (1.231, 5.461, 4.732)
H (2.403, 5.721, 3.401)
H (1.054, 2.869, 4.068)
H (2.221, 3.127, 2.737)
H (0.599, 2.511, 2.391)
C (4.647, 8.055, 5.210)
C (3.325, 8.159, 5.923)
O (2.276, 7.975, 5.339)
C (3.354, 8.499, 7.391)
H (4.473, 7.805, 4.161)
H (5.172, 9.011, 5.259)
H (5.252, 7.267, 5.662)
H (3.822, 9.475, 7.537)
H (3.902, 7.731, 7.940)
H (2.332, 8.540, 7.772)
C (0.852, -9.980, -0.534)
C (-0.309, -9.909, -1.491)
O (-1.338, -9.333, -1.193)
C (-0.146, -10.578, -2.830)
H (0.593, -9.456, 0.389)
H (1.073, -11.023, -0.294)
H (1.727, -9.500, -0.975)
H (0.031, -11.646, -2.693)
H (0.686, -10.123, -3.373)
H (-1.059, -10.446, -3.414)
C (4.792, 1.266, 3.952)
C (4.921, 2.076, 2.691)
O (4.159, 2.996, 2.454)
C (6.021, 1.709, 1.735)
H (3.955, 1.646, 4.540)
H (4.599, 0.221, 3.702)
H (5.705, 1.351, 4.546)
H (5.883, 0.683, 1.387)
H (6.992, 1.816, 2.224)
H (5.988, 2.378, 0.873)
C (5.489, 5.011, -2.487)
C (4.946, 3.791, -1.789)
O (5.552, 2.735, -1.801)
C (3.627, 3.930, -1.076)
H (6.444, 4.765, -2.957)
H (4.791, 5.336, -3.262)
H (5.651, 5.812, -1.763)
H (2.848, 4.207, -1.789)
H (3.708, 4.683, -0.289)
H (3.360, 2.975, -0.620)
C (4.522, -3.416, 0.190)
C (5.720, -2.511, 0.301)
O (6.093, -2.086, 1.379)
C (6.439, -2.152, -0.972)
H (4.105, -3.589, 1.184)
H (3.758, -2.946, -0.433)
H (4.820, -4.376, -0.237)
H (5.760, -1.626, -1.647)
H (6.822, -3.056, -1.450)
H (7.280, -1.495, -0.740)
C (2.665, -13.931, -3.919)
C (1.504, -13.861, -4.876)
O (0.475, -13.286, -4.580)
C (1.669, -14.530, -6.215)
H (2.405, -13.408, -2.997)
H (2.886, -14.974, -3.679)
H (3.540, -13.451, -4.360)
H (1.846, -15.599, -6.078)
H (2.500, -14.075, -6.758)
H (0.756, -14.399, -6.800)

Summary:
Charge: -1
Molecular weight in g/mol: 997.94
Lowest unoccupied orbital energy in Eh: 0.0580
Kohn-Sham gap in Eh: 0.21745

Löwdin population analysis, charges in e, atoms 1 to 99: -0.01 -0.41 0.02 -0.10 -0.18 -0.16 -0.21 -0.29 -0.28 0.22 -0.33 0.24 -0.03 -0.15 -0.06 -0.18 -0.01 -0.16 -0.08 0.10 0.06 0.09 0.12 0.11 0.12 0.11 0.12 0.09 0.09 0.10 0.05 0.06 -0.01 -0.08 -0.09 0.08 0.09 0.09 0.07 -0.03 -0.50 0.05 -0.03 0.08 0.08 0.09 0.08 0.08 0.08 -0.03 -0.50 0.05 -0.04 0.08 0.08 0.08 0.07 0.08 0.08 -0.04 -0.50 0.06 -0.03 0.07 0.09 0.07 0.08 0.08 0.08 -0.02 -0.50 0.06 -0.03 0.07 0.09 0.09 0.08 0.08 0.08 -0.04 -0.48 0.03 -0.04 0.07 0.08 0.08 0.08 0.04 0.03 -0.02 -0.50 0.06 -0.03 0.08 0.08 0.09 0.08 0.08 0.08

3.
# C45H87N9O24

A 12-piece molecular cluster, C45H87N9O24 overall (ωB97M-V/def2-TZVPD, OMol25).

Positions of all 165 atoms, in Å:
C (0.344, 5.405, 6.828)
N (-0.007, 5.052, 5.434)
O (-0.407, 6.017, 4.729)
O (0.073, 3.836, 5.138)
H (-0.379, 5.031, 7.553)
H (0.275, 6.484, 6.966)
H (1.289, 5.033, 7.222)
C (-12.926, 0.857, 16.152)
N (-12.830, 2.294, 15.875)
O (-11.844, 2.757, 15.406)
O (-13.874, 2.931, 15.985)
H (-13.814, 0.735, 16.773)
H (-12.047, 0.314, 16.500)
H (-13.251, 0.522, 15.167)
C (-10.113, 10.075, 10.256)
N (-9.310, 11.264, 10.028)
O (-9.584, 12.288, 10.570)
O (-8.500, 11.315, 9.097)
H (-9.634, 9.486, 11.038)
H (-10.141, 9.427, 9.380)
H (-11.093, 10.482, 10.504)
C (-12.169, -1.279, 9.140)
C (-11.480, -2.161, 8.055)
C (-10.951, -1.415, 6.860)
O (-11.891, -0.464, 6.324)
C (-11.790, 0.078, 5.025)
N (-10.241, -2.668, 8.654)
H (-11.605, -0.365, 9.326)
H (-12.424, -1.868, 10.021)
H (-13.146, -1.015, 8.736)
H (-12.127, -2.974, 7.725)
H (-10.657, -2.049, 6.023)
H (-10.031, -0.846, 6.992)
H (-12.297, -0.556, 4.297)
H (-10.749, 0.208, 4.730)
H (-12.290, 1.042, 4.922)
H (-10.320, -2.611, 9.659)
H (-10.146, -3.667, 8.545)
C (2.074, 11.835, 4.183)
C (2.553, 11.843, 5.704)
C (3.691, 12.902, 5.970)
O (4.836, 12.711, 5.102)
C (5.859, 13.586, 5.378)
N (1.478, 12.111, 6.620)
H (2.862, 11.482, 3.519)
H (1.702, 12.819, 3.898)
H (1.277, 11.091, 4.148)
H (2.920, 10.850, 5.963)
H (4.061, 12.642, 6.961)
H (3.312, 13.924, 6.000)
H (6.672, 13.573, 4.652)
H (6.223, 13.410, 6.390)
H (5.473, 14.606, 5.385)
H (0.773, 11.390, 6.672)
H (0.928, 12.894, 6.294)
C (-5.136, 5.371, 20.145)
C (-5.843, 6.537, 19.717)
C (-5.682, 6.922, 18.250)
O (-6.244, 8.259, 18.151)
C (-6.341, 8.668, 16.784)
N (-7.246, 6.375, 20.056)
H (-4.058, 5.440, 19.998)
H (-5.418, 4.462, 19.615)
H (-5.164, 5.069, 21.192)
H (-5.512, 7.357, 20.355)
H (-6.271, 6.357, 17.528)
H (-4.610, 6.987, 18.066)
H (-6.529, 9.740, 16.734)
H (-7.207, 8.194, 16.323)
H (-5.363, 8.481, 16.339)
H (-7.783, 7.048, 19.527)
H (-7.436, 5.537, 19.524)
C (-6.115, 17.780, 12.574)
C (-6.000, 16.287, 12.996)
C (-4.969, 15.494, 12.162)
O (-4.726, 14.168, 12.626)
C (-3.808, 13.495, 11.794)
N (-5.549, 16.312, 14.375)
H (-6.284, 17.763, 11.497)
H (-5.222, 18.350, 12.829)
H (-6.940, 18.322, 13.036)
H (-6.982, 15.816, 12.961)
H (-4.028, 16.027, 12.294)
H (-5.142, 15.585, 11.089)
H (-3.455, 12.535, 12.171)
H (-2.943, 14.136, 11.623)
H (-4.251, 13.219, 10.838)
H (-5.233, 15.374, 14.577)
H (-6.393, 16.382, 14.925)
C (-10.147, 9.962, -2.689)
C (-10.879, 8.973, -1.730)
C (-10.122, 8.753, -0.407)
O (-10.759, 7.741, 0.229)
C (-10.396, 7.390, 1.536)
N (-12.166, 9.554, -1.604)
H (-9.925, 10.892, -2.165)
H (-10.720, 10.197, -3.586)
H (-9.170, 9.555, -2.947)
H (-11.153, 8.067, -2.272)
H (-10.052, 9.694, 0.138)
H (-9.076, 8.523, -0.611)
H (-11.251, 6.909, 2.010)
H (-10.041, 8.194, 2.181)
H (-9.612, 6.660, 1.335)
H (-12.667, 8.948, -0.970)
H (-12.118, 10.522, -1.321)
C (-2.903, 11.008, -1.102)
C (-4.397, 11.105, -1.253)
C (-5.156, 11.780, -0.085)
O (-4.951, 11.223, 1.217)
C (-5.792, 11.625, 2.194)
N (-4.611, 11.984, -2.488)
H (-2.155, 11.675, -1.531)
H (-2.501, 10.074, -1.496)
H (-2.681, 10.966, -0.036)
H (-4.798, 10.122, -1.499)
H (-6.219, 11.672, -0.298)
H (-4.827, 12.812, 0.038)
H (-6.808, 11.465, 1.833)
H (-5.930, 12.694, 2.354)
H (-5.639, 11.047, 3.106)
H (-3.767, 12.007, -3.043)
H (-4.631, 12.938, -2.156)
C (-3.893, 0.156, 5.556)
C (-3.067, 0.269, 6.559)
C (-1.750, -0.538, 6.606)
O (-0.865, -0.378, 7.416)
C (-1.618, -1.550, 5.457)
C (-2.533, -1.656, 4.459)
C (-3.826, -0.821, 4.476)
O (-4.593, -0.885, 3.553)
O (-2.292, -2.400, 3.378)
O (-3.287, 1.120, 7.594)
H (-4.757, 0.794, 5.442)
H (-0.716, -2.128, 5.322)
H (-3.153, -2.708, 3.084)
H (-2.578, 0.972, 8.225)
C (-3.055, -3.226, 12.776)
C (-4.134, -2.551, 12.282)
C (-4.699, -1.290, 12.838)
O (-5.714, -0.781, 12.345)
C (-4.099, -0.934, 14.120)
C (-3.133, -1.653, 14.710)
C (-2.399, -2.745, 14.015)
O (-1.299, -3.200, 14.397)
O (-2.633, -1.146, 15.898)
O (-4.672, -2.973, 11.126)
H (-2.775, -4.164, 12.319)
H (-4.390, -0.022, 14.619)
H (-2.223, -1.874, 16.370)
H (-5.506, -2.567, 10.878)
C (-5.620, 6.331, 9.755)
C (-6.656, 5.514, 10.049)
C (-7.573, 4.968, 9.035)
O (-8.619, 4.341, 9.362)
C (-7.155, 5.403, 7.664)
C (-6.178, 6.269, 7.341)
C (-5.323, 6.886, 8.427)
O (-4.370, 7.666, 8.269)
O (-5.732, 6.639, 6.127)
O (-6.865, 5.134, 11.320)
H (-4.944, 6.652, 10.534)
H (-7.717, 4.924, 6.876)
H (-4.900, 7.118, 6.093)
H (-7.723, 4.704, 11.359)

Summary:
ΔE to the lowest compared entry with this formula, charge and spin in eV: 1.9227
Charge: 0
Molecular weight in g/mol: 1138.23
Lowest unoccupied orbital energy in Eh: -0.0762
Kohn-Sham gap in Eh: 0.25305

Löwdin population analysis, charges in e, atoms 1 to 99: 0.01 -0.39 0.04 0.05 0.10 0.09 0.10 0.04 -0.48 0.09 0.05 0.10 0.10 0.11 0.04 -0.46 0.08 0.04 0.11 0.10 0.11 -0.05 -0.41 -0.20 -0.21 -0.12 0.02 0.09 0.07 0.07 0.14 0.12 0.12 0.08 0.08 0.08 0.06 0.07 -0.05 -0.41 -0.17 -0.19 -0.15 0.02 0.07 0.07 0.06 0.13 0.11 0.12 0.09 0.08 0.08 0.07 0.07 -0.10 -0.50 -0.17 -0.22 -0.10 0.05 0.08 0.09 0.09 0.15 0.13 0.13 0.08 0.09 0.09 0.06 0.06 -0.07 -0.43 -0.20 -0.18 -0.12 0.02 0.07 0.07 0.07 0.13 0.12 0.12 0.09 0.09 0.09 0.06 0.07 -0.06 -0.44 -0.25 -0.19 -0.09 0.02 0.07 0.08 0.07 0.14

Listing F_max for the structures above in their given order: 0.0679; 0.1215; 0.0822 hartree/bohr.